# 1
32
Properties=species:S:1:pos:R:3:forces:R:3 method="wB97M-V/def2-TZVPD" charge=0 e_lumo_ev=0.589 orbital_gap_ev=10.340 smiles="CCCCC(=O)Nc1nnnn1CCC" e_homo_ev=-9.751 e_above_lowest_ev=0.084
C 5.03886 -0.01851 0.38839 -0.093 -0.172 -0.162
C 3.88535 -0.78698 -0.24367 -0.071 0.201 0.186
C 2.54189 -0.36133 0.34107 -0.007 -0.279 -0.237
C 1.37918 -1.12477 -0.28823 0.286 0.342 0.331
C 0.05522 -0.73327 0.33198 0.077 -0.263 -0.312
O -0.06333 0.00178 1.28162 0.059 0.081 0.195
N -1.01064 -1.30758 -0.31974 -0.012 -0.184 -0.297
C -2.35192 -1.27440 -0.00804 -0.853 0.269 0.447
N -3.15281 -2.27474 -0.32706 1.203 -0.119 -0.208
N -4.36387 -1.91677 0.06817 -0.735 -0.385 -0.139
N -4.35423 -0.77006 0.59757 -0.662 0.899 0.574
N -3.09715 -0.30249 0.57496 0.827 -1.292 -0.550
C -2.81946 1.03488 1.02558 -0.069 0.943 0.101
C -3.02071 2.05162 -0.10134 0.117 -0.181 0.037
C -2.00418 1.88690 -1.22465 -0.171 0.059 0.107
H 5.06816 -0.19103 1.46168 0.046 0.018 0.127
H 5.98803 -0.33524 -0.03694 0.130 0.034 0.018
H 4.92469 1.04946 0.21730 0.033 0.130 0.012
H 3.88289 -0.61477 -1.32278 -0.002 -0.087 -0.056
H 4.02990 -1.85738 -0.07916 -0.014 -0.059 -0.082
H 2.39411 0.70854 0.18257 -0.009 0.035 0.078
H 2.53639 -0.53362 1.41853 -0.009 0.082 0.021
H 1.33706 -0.93450 -1.36383 -0.032 -0.080 -0.020
H 1.51998 -2.19993 -0.14471 -0.041 -0.047 -0.072
H -0.81024 -2.04787 -0.97986 0.050 0.127 0.047
H -3.52481 1.23594 1.83485 0.115 -0.085 -0.040
H -1.79709 1.07390 1.40450 -0.293 -0.063 -0.016
H -2.92683 3.04792 0.33254 -0.066 0.031 0.034
H -4.03314 1.94816 -0.49796 -0.024 0.074 0.070
H -2.13116 0.93107 -1.72971 0.031 -0.066 -0.079
H -2.12876 2.67467 -1.96329 0.041 0.027 -0.109
H -0.99141 1.94036 -0.83034 0.148 0.010 -0.008

---

# 2
148
Properties=species:S:1:pos:R:3:forces:R:3 method="wB97M-V/def2-TZVPD" charge=0 spin_multiplicity=2 e_lumo_ev="-0.131 / -1.016" s_squared=0.75 orbital_gap_ev="7.773 / 6.888" e_homo_ev="-7.904 / -7.904"
C -4.88902 1.39047 -1.01468 0.291 0.658 0.160
C -3.30577 1.08514 -0.77242 -0.239 4.154 0.303
C -2.54260 2.37063 -1.44228 0.631 -1.791 0.053
C -3.00587 1.15903 0.79551 -0.292 -0.112 0.973
C -3.17453 -0.22073 1.61611 1.118 -0.585 0.802
C -2.05014 -0.37818 2.80467 -1.094 0.013 0.173
C -2.13559 0.76537 3.93883 0.916 -0.299 -0.167
C -0.65299 1.15865 4.48391 -0.971 0.105 0.773
C 0.22701 -0.10666 4.95771 0.670 0.940 0.738
C 1.73196 -0.00174 4.37908 0.222 -0.271 0.067
C 2.15932 -1.19635 3.38201 1.235 0.773 0.189
C 2.59567 -0.52656 1.98879 -0.755 -0.664 -0.014
C 3.23212 -1.54721 0.91988 0.159 0.840 -0.634
C 4.39284 -0.81297 0.04170 0.198 -0.304 0.048
C 3.90848 -0.49338 -1.46213 -0.731 -0.388 0.264
C 2.80011 0.68602 -1.53161 0.709 0.070 0.090
C 3.42145 2.13753 -1.91235 -1.373 -0.190 0.190
N 3.05305 3.06197 -0.77750 0.010 2.216 2.811
C 3.62494 2.96332 0.54199 -1.450 2.598 2.319
C 3.07531 4.00443 1.54388 -1.006 -1.305 -6.155
C 2.07414 4.78161 0.63002 1.533 -2.634 -1.480
C 2.08898 4.16854 -0.79434 1.366 -0.039 4.350
C -3.01957 -1.53154 0.69164 -0.537 1.312 -0.759
C -2.17414 -1.14502 -0.62668 2.040 -3.805 -0.314
C -2.14234 -2.51487 -1.52135 1.029 0.007 0.844
C -0.60567 -0.85508 -0.31331 -1.112 1.947 0.099
N -2.80387 -0.11767 -1.49776 -3.653 -1.042 1.690
O -3.87026 -0.62620 -2.12252 2.051 0.375 -0.138
H -5.14023 2.37016 -0.44874 0.604 -1.586 -0.764
H -5.11154 1.63252 -2.12288 0.325 -0.816 1.834
H -5.56773 0.58111 -0.58502 0.914 0.934 -0.838
H -1.42596 2.21769 -1.17332 -1.718 0.696 -0.411
H -2.95776 3.36782 -1.08275 0.637 -1.401 -0.555
H -2.61717 2.20535 -2.57368 -0.049 0.709 1.507
H -3.77937 1.89745 1.23940 1.327 -1.087 -0.853
H -1.98005 1.63562 1.04671 -1.493 -0.925 -0.689
H -4.18179 -0.22446 2.15451 1.247 -0.167 -0.837
H -0.98881 -0.47803 2.39112 -1.483 0.298 0.384
H -2.30728 -1.38846 3.31161 0.560 1.505 -0.815
H -2.81165 0.34740 4.77780 1.116 0.926 -1.172
H -2.59371 1.72987 3.53706 0.351 -1.431 0.381
H -0.10579 1.83319 3.71772 -0.841 -1.420 0.957
H -0.81282 1.83653 5.40549 0.283 -1.077 -1.568
H -0.27203 -1.12624 4.77181 0.793 1.570 -0.079
H 0.32428 -0.01391 6.10890 -0.299 -0.274 -1.778
H 2.49866 0.02565 5.24163 -1.353 -0.093 -1.320
H 1.88483 1.00042 3.82075 -0.501 -1.574 0.858
H 1.38013 -2.02620 3.28373 0.912 1.257 -0.045
H 3.11450 -1.66907 3.83372 -1.501 0.491 -0.772
H 3.27547 0.36910 2.23612 -0.805 -1.458 -0.449
H 1.65013 -0.08594 1.49808 1.340 -0.418 0.809
H 2.40267 -1.81871 0.17742 1.114 0.029 1.194
H 3.63114 -2.51908 1.38878 -0.655 1.552 -0.552
H 4.71884 0.12631 0.62590 -0.475 -1.338 -1.228
H 5.32977 -1.48426 -0.00666 -1.499 1.056 0.011
H 4.79667 -0.26974 -2.15159 -1.250 -0.244 0.980
H 3.39816 -1.46387 -1.83657 0.944 1.487 0.458
H 1.98490 0.47738 -2.30302 1.091 0.016 1.115
H 2.32790 0.77306 -0.47949 0.580 -0.111 -1.844
H 2.88034 2.55402 -2.83657 1.069 -0.640 1.400
H 4.54382 2.11599 -2.11434 -1.570 0.120 0.477
H 4.40276 2.24816 0.96330 -1.144 0.740 -1.592
H 3.35671 4.11740 2.63751 -0.520 -0.137 -1.834
H 1.40943 5.64294 0.95746 0.999 -1.331 -0.662
H 1.46359 4.47910 -1.68788 1.164 -0.796 1.300
H -2.50707 -2.40223 1.25350 -0.717 1.460 -1.023
H -4.05524 -1.88177 0.31639 1.626 0.525 0.576
H -1.65121 -2.31802 -2.54238 -1.034 -0.246 1.387
H -1.41573 -3.22054 -0.95952 -1.269 1.051 -0.886
H -3.15908 -3.02481 -1.58562 1.406 0.807 -0.123
H -0.00520 -0.93062 -1.27970 -0.687 -0.189 1.402
H -0.20594 -1.47548 0.55412 -0.561 0.478 -1.508
H -0.53731 0.25295 0.02383 0.121 -1.695 -0.489
O -2.49847 3.35442 5.75385 -0.282 0.157 0.052
H -3.31885 2.90601 5.99441 0.097 0.073 -0.071
H -2.53265 3.40141 4.79069 -0.019 0.011 0.152
O 0.68132 -4.09802 0.51237 -0.226 0.143 -0.114
H -0.14314 -4.54310 0.75794 0.099 -0.177 0.001
H 0.65079 -4.05995 -0.45310 0.176 -0.040 0.033
O 6.39917 2.24376 2.46900 0.085 0.313 -0.026
H 6.19666 2.88777 3.15893 -0.042 -0.196 -0.027
H 7.03176 2.70083 1.90004 -0.087 -0.134 0.003
O -2.44372 -0.07779 -4.99006 -0.020 0.047 -0.158
H -2.67997 0.09426 -4.06861 0.056 -0.122 -0.057
H -3.27001 -0.38826 -5.38905 0.041 -0.199 0.095
O -4.06767 -0.09183 -7.81413 0.346 0.180 -0.107
H -3.59664 0.71521 -7.56691 -0.129 -0.034 0.007
H -4.03502 -0.09489 -8.77892 -0.113 -0.050 0.128
O 6.67784 -0.62701 2.12334 -0.039 -0.225 0.276
H 5.94542 -1.11251 2.52382 0.091 0.028 -0.097
H 6.44668 0.30295 2.26376 0.190 0.033 0.101
O 3.36189 -1.83547 6.49452 -0.193 -0.113 0.244
H 3.17518 -1.66173 7.42550 0.106 -0.022 -0.118
H 2.51812 -2.14406 6.14047 0.140 0.048 -0.034
O 3.80254 7.12764 -0.87206 0.187 -0.064 -0.027
H 3.96336 7.52938 -0.00952 -0.100 -0.043 -0.120
H 3.74066 6.17917 -0.67942 -0.060 0.040 0.258
O 2.01294 6.07615 -3.07997 0.195 0.134 -0.189
H 2.57784 6.27271 -3.83749 -0.149 -0.001 0.068
H 2.59552 6.19140 -2.31604 -0.125 0.190 -0.149
O -5.40700 2.19645 3.36205 -0.179 -0.021 -0.135
H -5.54127 1.41418 2.81160 0.066 0.043 0.126
H -6.25847 2.65063 3.33488 0.141 -0.015 0.042
O -1.11943 -3.17492 -5.52810 0.019 0.036 0.357
H -1.87379 -3.66352 -5.17594 0.067 0.086 -0.097
H -1.35725 -2.24694 -5.39017 -0.082 0.025 -0.064
O 4.22114 1.80871 -5.02680 -0.030 -0.047 0.097
H 3.58153 2.06509 -5.70737 0.095 -0.183 -0.068
H 4.30088 0.85314 -5.13070 -0.038 0.163 -0.022
O -5.17569 -2.93708 2.56526 -0.159 0.190 -0.353
H -4.25501 -3.07309 2.83326 -0.325 -0.253 0.031
H -5.20171 -3.25044 1.65311 0.036 0.136 0.101
O 2.85363 1.59884 -7.59632 0.068 -0.257 -0.198
H 2.22156 0.90041 -7.81231 -0.137 0.151 0.088
H 3.62708 1.38863 -8.13451 -0.071 0.122 0.095
O -1.22847 -6.10652 1.56195 0.036 -0.083 0.244
H -0.55022 -6.43890 2.16296 -0.052 0.119 -0.098
H -1.74770 -6.89111 1.33621 -0.088 -0.056 -0.173
O -0.61467 -0.02561 -7.59594 -0.069 0.098 0.064
H -0.85142 0.14647 -6.67395 -0.080 -0.035 -0.043
H -1.43804 -0.33523 -7.99360 0.128 -0.078 0.111
O 1.17310 9.00012 -0.76086 0.116 -0.026 -0.075
H 0.54227 8.30355 -0.97881 0.070 0.145 0.018
H 1.95222 8.78339 -1.29075 -0.066 -0.117 0.098
O -3.42111 -4.43240 3.93997 0.370 -0.209 0.529
H -3.26372 -4.04227 4.80923 -0.026 -0.022 -0.120
H -3.48628 -5.37861 4.11736 0.058 0.120 -0.149
O -2.33275 -8.69974 0.64901 0.348 -0.217 0.029
H -2.97420 -9.38566 0.42409 -0.161 0.355 -0.097
H -1.56050 -8.91593 0.11133 -0.104 0.078 0.049
O -4.88683 -8.78488 -1.09899 -0.244 -0.065 0.143
H -5.62231 -9.26368 -0.69764 0.073 0.070 -0.131
H -5.10491 -7.85387 -0.95006 0.195 -0.046 0.136
O 1.09390 -4.02930 -3.14588 -0.013 0.183 -0.050
H 1.90704 -4.01757 -3.66476 -0.109 -0.040 0.116
H 0.43939 -3.61610 -3.72743 -0.021 -0.111 -0.085
O 1.51880 12.06694 -0.56796 0.110 -0.039 0.326
H 1.67823 12.46938 0.29408 -0.027 0.003 -0.176
H 1.45772 11.12044 -0.37746 -0.167 -0.058 -0.194
O 9.06362 -2.51392 3.56601 0.028 0.022 -0.265
H 9.84511 -2.50734 3.00073 -0.114 -0.016 0.119
H 8.37638 -2.10645 3.02001 0.020 0.129 0.111
O -5.26385 -5.89287 0.52815 -0.166 0.128 0.120
H -4.81510 -5.79566 1.37810 0.039 -0.048 -0.139
H -6.13884 -5.51424 0.68126 0.091 -0.090 -0.029
O -4.73475 -2.07976 -4.34821 -0.068 -0.242 0.006
H -4.61330 -1.68855 -3.47129 0.165 0.008 -0.028
H -4.80386 -3.02696 -4.17963 -0.034 0.155 -0.108